A | Below is a 17-piece molecular cluster, H34O17 overall, with properties calculated with ωB97M-V with the def2-TZVPD basis set.

Each line ends with the Löwdin charge.
Cartesian coordinates (Å):
O1 -30.60 0.68 -4.66  -0.04
H1 -30.01 0.23 -4.04  -0.01
H2 -29.98 1.29 -5.04  0.00
O2 -28.25 2.29 -1.72  -0.02
H3 -27.49 2.47 -1.19  0.01
H4 -27.99 1.79 -2.49  0.01
O3 -26.27 -0.50 -0.09  -0.06
H5 -26.20 -0.34 -1.06  -0.02
H6 -26.44 0.37 0.26  -0.04
O4 -28.84 -0.85 -2.87  -0.02
H7 -28.06 -0.58 -3.30  -0.02
H8 -28.79 -1.80 -2.97  0.06
O5 -26.20 -0.27 -2.72  -0.06
H9 -25.76 -0.39 -3.54  0.04
H10 -26.29 -1.25 -2.58  0.10
O6 -31.13 2.90 -2.81  -0.01
H11 -31.13 2.97 -3.75  0.03
H12 -30.89 2.03 -2.70  -0.05
O7 -30.36 3.81 -0.20  0.02
H13 -30.72 3.57 -1.01  -0.02
H14 -30.59 3.11 0.38  0.04
O8 -25.35 5.36 -0.92  -0.01
H15 -25.81 4.63 -0.60  -0.06
H16 -25.96 5.92 -1.38  0.05
O9 -26.06 3.62 -3.01  -0.03
H17 -25.54 4.01 -2.30  0.01
H18 -26.26 2.75 -2.70  -0.02
O10 -29.21 1.01 0.23  -0.07
H19 -29.00 0.04 0.22  0.12
H20 -28.95 1.47 -0.57  -0.04
O11 -28.02 4.50 0.68  -0.07
H21 -28.79 4.05 0.27  -0.02
H22 -28.10 5.44 0.51  0.04
O12 -24.98 1.36 -4.57  -0.07
H23 -25.84 1.65 -4.23  -0.03
H24 -24.39 1.91 -4.01  0.06
O13 -27.76 1.59 -4.29  -0.05
H25 -28.23 2.40 -4.55  0.10
H26 -27.81 0.97 -5.03  0.10
O14 -25.84 2.63 -0.22  -0.05
H27 -25.82 2.94 0.70  0.06
H28 -25.00 2.14 -0.31  0.11
O15 -27.12 1.20 2.00  -0.08
H29 -27.75 1.43 1.27  0.01
H30 -26.68 2.04 2.25  0.05
O16 -31.36 0.78 -1.22  -0.03
H31 -31.27 -0.13 -1.48  0.04
H32 -30.64 1.05 -0.68  -0.05
O17 -28.61 5.07 -2.71  -0.05
H33 -27.74 5.01 -3.10  0.00
H34 -28.79 4.13 -2.79  -0.02



B | Below is a 17-piece molecular cluster, H34O17 overall, with properties calculated with ωB97M-V with the def2-TZVPD basis set.

Each line ends with the Löwdin charge.
Cartesian coordinates (Å):
O1 2.19 1.17 -1.63  -0.03
H1 1.94 0.49 -2.26  0.06
H2 1.47 1.45 -1.06  0.02
O2 0.90 3.82 1.90  -0.07
H3 1.60 4.15 1.31  0.03
H4 1.22 2.94 2.19  0.00
O3 -1.06 1.29 -1.28  -0.07
H5 -1.57 1.14 -0.46  0.00
H6 -0.95 0.37 -1.58  0.04
O4 -1.66 0.40 1.14  -0.06
H7 -1.99 1.14 1.66  0.05
H8 -1.18 -0.21 1.71  0.05
O5 3.76 2.38 2.33  -0.05
H9 3.66 2.98 3.07  0.05
H10 3.15 1.67 2.58  0.02
O6 -0.68 -2.55 -4.24  -0.06
H11 -0.99 -1.67 -3.99  0.03
H12 -0.83 -2.95 -3.36  0.00
O7 -2.61 -4.06 0.40  -0.07
H13 -2.89 -4.48 1.23  0.06
H14 -2.98 -3.16 0.39  0.04
O8 -2.33 3.88 -2.49  -0.07
H15 -2.51 3.75 -3.43  0.03
H16 -1.99 3.01 -2.25  -0.01
O9 1.04 0.84 1.58  -0.03
H17 0.93 1.10 0.66  0.01
H18 1.40 -0.05 1.53  0.05
O10 -2.32 3.45 0.44  -0.05
H19 -2.81 4.22 0.14  0.04
H20 -1.39 3.49 0.22  0.02
O11 4.80 -1.54 -0.17  -0.06
H21 3.84 -1.57 -0.39  -0.02
H22 4.96 -2.44 0.14  0.04
O12 -0.81 -4.02 -1.05  -0.09
H23 -1.61 -3.67 -1.45  -0.03
H24 -0.52 -3.37 -0.40  0.01
O13 3.52 3.52 -0.30  -0.07
H25 3.63 2.58 -0.09  0.01
H26 4.10 3.53 -1.08  0.05
O14 -3.03 -0.65 3.72  -0.06
H27 -3.99 -0.67 3.86  0.04
H28 -3.02 0.32 3.81  0.04
O15 1.87 -1.50 -0.47  -0.05
H29 1.98 -0.58 -0.76  0.00
H30 2.41 -2.01 -1.09  0.05
O16 0.05 -3.01 2.33  -0.05
H31 0.79 -2.85 1.72  0.02
H32 0.29 -3.91 2.57  0.05
O17 -2.94 -2.69 -2.29  -0.04
H33 -3.05 -2.61 -3.24  0.05
H34 -3.77 -2.84 -1.84  0.06



C | Below is a 17-piece molecular cluster, H34O17 overall, with properties calculated with ωB97M-V with the def2-TZVPD basis set.

Each line ends with the Löwdin charge.
Cartesian coordinates (Å):
O1 0.05 0.23 -4.20  -0.07
H1 0.96 0.14 -4.47  0.03
H2 0.10 0.67 -3.33  -0.05
O2 -2.93 -1.72 0.09  0.00
H3 -2.52 -1.93 -0.72  -0.02
H4 -3.80 -2.07 -0.06  0.07
O3 1.82 2.81 0.12  -0.06
H5 1.75 2.75 1.07  0.02
H6 0.93 3.04 -0.19  -0.01
O4 -3.16 1.63 1.57  -0.04
H7 -2.28 1.86 1.75  -0.05
H8 -3.32 1.74 0.63  0.01
O5 0.35 -0.24 3.16  -0.05
H9 -0.29 -0.87 2.76  0.01
H10 0.77 -0.67 3.88  0.04
O6 -0.39 2.32 2.08  -0.05
H11 -0.16 1.96 2.92  0.03
H12 -0.27 1.57 1.50  -0.02
O7 -1.54 -2.02 2.35  -0.04
H13 -1.69 -2.97 2.46  0.08
H14 -1.77 -1.88 1.46  -0.04
O8 -0.36 0.03 0.34  -0.02
H15 0.02 -0.81 0.16  0.01
H16 -0.10 0.52 -0.43  0.00
O9 1.09 -3.21 2.46  -0.06
H17 0.42 -2.90 1.85  -0.04
H18 1.36 -3.96 1.90  0.04
O10 0.36 1.41 -2.03  -0.04
H19 1.25 1.69 -1.92  0.03
H20 0.01 2.16 -2.54  0.11
O11 0.15 -2.72 -0.12  -0.06
H21 -0.25 -3.37 -0.71  0.07
H22 1.08 -2.50 -0.36  0.02
O12 2.91 0.62 -1.61  -0.02
H23 3.84 0.46 -1.71  0.05
H24 2.83 0.84 -0.71  -0.03
O13 -2.40 1.30 -0.93  -0.05
H25 -2.41 1.14 -1.85  0.04
H26 -2.00 0.51 -0.53  0.03
O14 2.54 0.05 1.21  -0.06
H27 3.22 0.68 1.48  0.07
H28 1.74 0.35 1.70  0.04
O15 2.76 -2.17 -0.37  -0.03
H29 2.73 -1.29 -0.06  -0.03
H30 3.49 -2.11 -0.98  0.07
O16 -0.85 3.47 -0.44  -0.05
H31 -1.22 4.34 -0.29  0.07
H32 -1.54 2.82 -0.32  0.00
O17 -1.35 -1.48 -2.44  -0.03
H33 -1.55 -0.92 -3.18  0.02
H34 -0.41 -1.34 -2.39  0.02



Most stable: C



A | Below is an isolated ion of composition C4H7N4 and charge +1, with properties calculated with ωB97M-V with the def2-TZVPD basis set.

Each line ends with the Löwdin charge.
Cartesian coordinates (Å):
C1 1.88 1.16 -0.08  -0.09
N1 2.64 0.09 -0.15  0.04
N2 1.97 -0.94 0.06  0.07
N3 0.71 -0.59 0.12  -0.16
C2 0.59 0.80 0.18  -0.06
C3 -1.08 0.95 0.17  0.00
N4 -1.44 -0.37 -0.37  0.09
C4 -0.46 -1.33 0.21  -0.07
H1 2.39 2.06 -0.34  0.11
H2 -1.26 1.01 1.31  0.17
H3 -1.45 1.76 -0.44  0.13
H4 -2.44 -0.46 -0.26  0.19
H5 -1.25 -0.16 -1.37  0.21
H6 -0.19 -2.37 -0.32  0.21
H7 -0.60 -1.62 1.27  0.16

Computed properties:
SMILES: c1nnn2c1C[NH2+]C2
Net charge: +1



B | Below is an isolated ion of composition C4H7N4 and charge +1, with properties calculated with ωB97M-V with the def2-TZVPD basis set.

Each line ends with the Löwdin charge.
Cartesian coordinates (Å):
C1 2.79 -1.16 -0.17  -0.10
C2 1.48 -0.81 0.08  0.02
C3 -0.69 -0.95 0.18  0.04
C4 0.21 1.39 0.22  0.04
N1 3.49 0.01 -0.11  0.04
N2 2.71 1.00 0.08  0.01
N3 1.50 0.58 0.22  -0.14
N4 -0.82 0.37 -0.46  0.02
H1 3.19 -2.18 -0.18  0.12
H2 -1.19 -1.82 -0.34  0.12
H3 -0.91 -1.12 1.30  0.13
H4 -0.18 1.78 1.18  0.15
H5 0.30 2.34 -0.31  0.14
H6 -0.51 0.12 -1.47  0.23
H7 -1.73 0.85 -0.41  0.19

Computed properties:
Net charge: +1



Most stable: A



A | Below is C3H6N4 as an isolated structure, with properties calculated with ωB97M-V with the def2-TZVPD basis set.

Each line ends with the Löwdin charge.
Cartesian coordinates (Å):
C1 0.88 -0.52 0.18  -0.39
C2 0.43 -0.74 -1.12  -0.09
C3 -0.61 0.86 -0.07  -0.36
H1 1.51 -1.60 1.85  0.10
H2 2.08 -2.15 0.47  -0.01
H3 0.70 -1.49 -1.93  0.13
H4 -0.91 0.54 -1.86  0.14
H5 -1.73 2.16 0.91  0.11
H6 -2.69 0.93 0.09  0.01
N1 1.87 -1.36 0.90  0.08
N2 -0.73 -0.02 -1.07  0.02
N3 -1.93 1.46 0.16  0.10
N4 0.35 0.50 0.95  0.16



B | Below is one molecule with the formula C3H6N4, with properties calculated with ωB97M-V with the def2-TZVPD basis set.

Each line ends with the Löwdin charge.
Cartesian coordinates (Å):
N1 -2.35 -0.75 -0.19  0.06
C1 -1.09 -0.10 -0.14  -0.40
C2 -0.60 1.29 -0.04  -0.09
N2 0.79 1.14 -0.13  0.04
C3 1.07 -0.18 0.00  -0.50
N3 2.40 -0.68 -0.23  0.07
N4 -0.01 -0.89 -0.07  0.10
H1 -2.25 -1.59 0.55  0.15
H2 -3.04 -0.12 0.08  0.04
H3 -1.34 2.19 -0.23  0.13
H4 1.33 2.10 0.07  0.21
H5 2.23 -1.68 -0.45  0.07
H6 2.85 -0.75 0.77  0.12

Computed properties:
SMILES: Nc1c[nH]c(N)n1



Most stable: B



A | Below is one molecule with the formula C3H6N4, with properties calculated with ωB97M-V with the def2-TZVPD basis set.

Each line ends with the Löwdin charge.
Cartesian coordinates (Å):
C1 -0.76 0.94 -0.21  0.08
C2 -1.25 -2.26 -0.90  -0.01
C3 0.96 2.29 0.82  -0.03
N1 1.19 -0.09 0.46  0.01
N2 -0.66 -0.74 -0.43  -0.10
N3 0.52 -1.07 0.05  -0.11
N4 0.44 1.03 0.30  -0.28
H1 -0.34 -2.97 -0.77  0.08
H2 -2.09 -2.64 -0.18  0.08
H3 -1.52 -2.31 -2.01  0.06
H4 1.21 2.82 0.02  0.03
H5 0.36 2.87 1.44  0.06
H6 1.96 2.13 1.41  0.13



B | Below is a 2-piece molecular cluster, C3H6N4 overall, with properties calculated with ωB97M-V with the def2-TZVPD basis set.

Each line ends with the Löwdin charge.
Cartesian coordinates (Å):
H1 0.65 -2.22 0.91  0.12
N1 0.05 -1.64 0.19  0.19
C1 0.55 -0.51 0.01  -0.46
C2 1.87 -0.01 0.45  -0.06
N2 2.10 1.15 -0.06  0.09
C3 0.96 1.41 -0.83  -0.17
N3 0.01 0.54 -0.79  0.07
H2 2.59 -0.52 1.09  0.12
H3 0.87 2.36 -1.46  0.14
N4 -2.32 -0.07 0.41  -0.07
H4 -1.61 -0.21 -0.40  -0.03
H5 -2.82 -1.04 0.42  0.04
H6 -2.88 0.76 0.07  0.02

Computed properties:
SMILES: [H]/N=C1\C=NC=N1.N



Most stable: B



A | Below is a 2-piece molecular cluster, C4H10NO2S overall, with properties calculated with ωB97M-V with the def2-TZVPD basis set.

Each line ends with the Löwdin charge.
Cartesian coordinates (Å):
C1 -1.16 0.11 -1.28  -0.20
C2 -0.56 1.36 -0.60  -0.78
S1 -1.44 2.09 0.82  0.13
C3 -0.18 -1.02 -1.47  -0.53
N1 0.39 -1.53 -0.34  0.00
C4 -0.05 -1.26 1.04  -0.09
O1 0.12 -1.49 -2.56  0.00
H1 -1.98 -0.34 -0.71  0.10
H2 -1.54 0.34 -2.28  0.11
H3 0.48 1.17 -0.34  0.02
H4 -0.47 2.12 -1.39  0.03
H5 1.00 -2.32 -0.47  0.12
H6 -0.06 -0.20 1.24  0.00
H7 0.65 -1.78 1.69  0.08
H8 -1.10 -1.56 1.18  0.08
H9 1.37 1.86 2.15  0.00
H10 2.30 1.08 1.21  0.02
O2 2.22 1.38 2.12  -0.09

Computed properties:
Net charge: -1



B | Below is a 2-piece molecular cluster, C4H10NO2S overall, with properties calculated with ωB97M-V with the def2-TZVPD basis set.

Each line ends with the Löwdin charge.
Cartesian coordinates (Å):
C1 0.36 1.90 0.06  -0.14
N1 -0.92 1.23 -0.06  -0.08
C2 -1.01 -0.13 -0.60  -0.43
C3 -2.39 -0.72 -0.30  -0.67
S1 -2.38 -1.78 1.22  0.15
C4 0.12 -1.09 -0.24  -0.25
O1 1.29 -0.80 -0.39  -0.02
H1 1.14 1.41 0.65  0.06
H2 0.18 2.85 0.53  0.06
H3 0.76 2.01 -0.95  0.08
H4 -1.44 1.20 0.80  0.09
H5 -0.84 -0.14 -1.68  0.13
H6 -2.78 -1.24 -1.17  0.04
H7 -3.04 0.09 -0.01  0.02
H8 -0.22 -2.09 0.09  0.05
H9 4.21 -1.53 0.75  0.02
H10 3.04 -0.53 0.44  -0.02
O2 3.92 -0.62 0.85  -0.08

Computed properties:
Net charge: -1



Most stable: A



A | Below is a 2-piece molecular cluster, C4H10NO2S overall, with properties calculated with ωB97M-V with the def2-TZVPD basis set.

Each line ends with the Löwdin charge.
Cartesian coordinates (Å):
C1 1.58 0.30 0.53  -0.25
N1 0.73 -0.90 0.59  0.03
C2 0.96 -2.02 -0.11  -0.39
O1 0.20 -2.97 -0.16  -0.02
C3 1.21 1.27 -0.59  -0.31
C4 -0.29 1.58 -0.60  -0.77
S1 -0.81 2.35 0.98  0.12
H1 1.55 0.81 1.48  0.08
H2 2.57 -0.13 0.35  0.10
H3 -0.17 -0.83 1.06  0.13
H4 1.91 -1.89 -0.64  0.13
H5 1.70 2.19 -0.29  0.08
H6 1.48 0.84 -1.56  0.09
H7 -0.49 2.18 -1.49  0.03
H8 -0.88 0.66 -0.72  0.00
H9 -1.57 -2.10 -1.00  -0.01
H10 -2.44 -0.91 -1.40  0.02
O2 -2.48 -1.86 -1.22  -0.07

Computed properties:
Net charge: -1



B | Below is a 2-piece molecular cluster, C4H10NO2S overall, with properties calculated with ωB97M-V with the def2-TZVPD basis set.

Each line ends with the Löwdin charge.
Cartesian coordinates (Å):
C1 -0.66 -0.85 0.81  -0.21
C2 0.12 -1.26 -0.46  -0.71
S1 1.96 -1.37 -0.27  0.20
C3 -1.88 -0.12 0.38  -0.54
N1 -1.76 1.22 0.11  0.00
C4 -0.53 1.98 -0.06  -0.10
O1 -2.98 -0.62 0.20  0.01
H1 0.04 -0.30 1.45  0.08
H2 -1.00 -1.72 1.37  0.11
H3 -0.03 -0.51 -1.24  0.02
H4 -0.31 -2.19 -0.83  0.04
H5 -2.60 1.61 -0.31  0.13
H6 -0.05 1.70 -1.00  0.08
H7 -0.78 3.04 -0.18  0.08
H8 0.20 1.87 0.73  0.07
H9 3.60 1.50 -0.12  0.00
H10 2.27 0.89 -0.28  -0.11
O2 2.68 1.78 -0.14  -0.16

Computed properties:
Net charge: -1



Most stable: B